[1]
{"formula": "C32H42BF5O4SSb2Tl", "method": "ωB97M-V/def2-TZVPD", "e_tot_ev": -84919.1352, "charge": 1, "homo_energy_ev": -10.62, "lumo_ev": -2.071, "gap_ev": 8.549, "symbols": ["Tl", "C", "Sb", "C", "C", "C", "C", "C", "C", "C", "C", "C", "Sb", "C", "C", "H", "H", "H", "H", "H", "H", "H", "H", "H", "H", "H", "H", "H", "H", "H", "H", "H", "H", "H", "H", "C", "C", "C", "O", "B", "O", "C", "C", "C", "H", "H", "H", "H", "H", "H", "H", "H", "H", "H", "H", "H", "F", "C", "C", "F", "C", "F", "C", "O", "C", "F", "C", "F", "C", "C", "C", "C", "C", "C", "C", "S", "C", "O", "H", "H", "H", "H", "H", "H", "H", "H", "H", "H"], "positions_angstrom": [[0.313, 1.117, 0.516], [-2.549, -2.401, 1.578], [-1.807, -1.164, -0.041], [-1.042, -2.722, -1.282], [-3.742, -0.846, -0.989], [-4.677, -0.160, -0.026], [-5.502, -0.943, 0.746], [-6.445, -0.370, 1.589], [-6.564, 0.986, 1.621], [-5.738, 1.790, 0.859], [-4.770, 1.225, 0.035], [-3.872, 2.066, -0.795], [-3.014, 3.878, 0.152], [-1.194, 3.641, -1.029], [-2.380, 2.689, 1.806], [-3.104, -3.283, 1.168], [-3.262, -1.836, 2.177], [-1.744, -2.725, 2.228], [-1.585, -3.655, -1.037], [0.013, -2.920, -1.112], [-1.185, -2.455, -2.323], [-4.106, -1.844, -1.231], [-3.610, -0.257, -1.915], [-5.486, -2.010, 0.601], [-7.104, -1.016, 2.150], [-7.301, 1.471, 2.258], [-5.886, 2.860, 0.866], [-4.381, 2.337, -1.727], [-2.997, 1.481, -1.095], [-1.263, 4.276, -1.930], [-1.029, 2.592, -1.294], [-0.320, 4.012, -0.455], [-3.202, 2.666, 2.554], [-1.492, 3.087, 2.273], [-2.239, 1.679, 1.430], [3.388, -0.314, 6.159], [2.644, 0.153, 4.949], [1.873, 1.420, 5.246], [3.564, 0.441, 3.891], [2.954, 0.090, 2.750], [1.802, -0.658, 2.870], [1.755, -0.988, 4.299], [2.329, -2.383, 4.454], [0.313, -1.016, 4.793], [3.969, 0.480, 6.634], [4.070, -1.107, 5.881], [2.739, -0.649, 6.979], [2.527, 2.265, 5.481], [1.231, 1.246, 6.112], [1.208, 1.662, 4.423], [3.386, -2.379, 4.132], [1.749, -3.009, 3.765], [2.223, -2.804, 5.452], [-0.219, -0.103, 4.506], [0.248, -1.124, 5.893], [-0.213, -1.850, 4.324], [5.658, -3.217, -1.976], [5.096, -2.321, -1.157], [3.734, -2.251, -0.980], [2.941, -3.095, -1.606], [3.175, -1.339, -0.107], [1.836, -1.372, 0.081], [3.947, -0.447, 0.621], [3.435, 0.456, 1.498], [5.321, -0.467, 0.376], [6.085, 0.402, 1.008], [5.876, -1.425, -0.466], [7.187, -1.454, -0.573], [-0.742, 0.062, -8.220], [-0.169, 0.468, -6.899], [-0.027, -0.458, -5.871], [0.502, -0.072, -4.665], [0.931, 1.241, -4.484], [0.771, 2.166, -5.491], [0.241, 1.774, -6.688], [1.632, 1.697, -2.917], [3.181, 0.841, -3.095], [0.882, 0.901, -1.873], [-0.080, -0.638, -8.715], [-0.873, 0.918, -8.866], [-1.691, -0.453, -8.090], [-0.345, -1.463, -6.048], [0.605, -0.800, -3.865], [1.119, 3.178, -5.364], [0.119, 2.455, -7.524], [3.000, -0.217, -3.299], [3.701, 0.975, -2.131], [3.679, 1.340, -3.930]], "lowdin_charge": [0.829, -0.289, 1.327, -0.303, -0.298, -0.308, -0.066, -0.075, -0.086, -0.059, -0.300, -0.342, 1.322, -0.389, -0.397, 0.033, 0.000, -0.012, 0.023, -0.013, -0.001, 0.068, 0.070, 0.112, 0.109, 0.113, 0.099, 0.078, 0.009, 0.011, -0.065, 0.002, 0.024, -0.015, -0.077, -0.001, -0.467, 0.006, 0.220, -0.838, 0.110, -0.438, -0.004, 0.003, 0.102, 0.089, 0.108, 0.110, 0.100, 0.089, 0.109, 0.101, 0.102, 0.088, 0.111, 0.084, 0.145, -0.127, -0.160, 0.145, -0.123, 0.039, -0.117, 0.180, -0.125, 0.164, -0.140, 0.158, -0.034, -0.257, -0.023, -0.068, -0.399, -0.075, -0.032, 0.953, -0.215, -0.728, 0.089, 0.078, 0.089, 0.118, 0.110, 0.115, 0.123, 0.066, 0.061, 0.074]}

[2]
{"formula": "C4H5FN2S", "method": "ωB97M-V/def2-TZVPD", "e_tot_ev": -20758.5647, "smiles": "F[C@H]1[C@H]2NN=CS[C@H]12", "homo_energy_ev": -8.58, "lumo_ev": 0.798, "gap_ev": 9.378, "symbols": ["C", "C", "C", "C", "H", "H", "H", "H", "H", "N", "N", "F", "S"], "positions_angstrom": [[1.671, -0.627, 0.269], [0.512, 0.316, 0.476], [-1.989, 0.001, -0.256], [0.356, -0.926, -0.377], [1.999, -1.118, 1.159], [0.140, 0.181, 1.486], [0.010, 2.293, 0.225], [-3.068, -0.031, -0.340], [0.481, -0.626, -1.443], [-0.095, 1.397, -0.209], [-1.465, 1.155, -0.309], [2.684, -0.371, -0.582], [-1.234, -1.642, -0.098]], "lowdin_charge": [-0.245, -0.289, -0.449, -0.505, 0.141, 0.142, 0.118, 0.063, 0.133, -0.032, -0.022, 0.046, 0.899]}

[3]
{"formula": "C75H166N10O10", "method": "ωB97M-V/def2-TZVPD", "e_tot_ev": -115831.5121, "smiles": "CC1(C)CCCC(C)(C)N1O.CC1(C)CCCC(C)(C)N1O.CC1(C)CCCC(C)(C)N1O.CC1(C)CCCC(C)(C)N1O.CC1(C)CCCC(C)(C)N1O.CC1(C)CCCC(C)(C)N1O.CC1(C)CCCC(C)(C)N1O.COC[C@H](C)N.COC[C@H](C)N.COC[C@H](C)N", "homo_energy_ev": -8.13, "lumo_ev": 0.441, "gap_ev": 8.567, "symbols": ["C", "C", "C", "O", "C", "N", "H", "H", "H", "H", "H", "H", "H", "H", "H", "H", "H", "C", "C", "C", "O", "C", "N", "H", "H", "H", "H", "H", "H", "H", "H", "H", "H", "H", "C", "C", "C", "O", "C", "N", "H", "H", "H", "H", "H", "H", "H", "H", "H", "H", "H", "C", "C", "C", "C", "C", "C", "N", "O", "C", "C", "C", "H", "H", "H", "H", "H", "H", "H", "H", "H", "H", "H", "H", "H", "H", "H", "H", "H", "H", "H", "C", "C", "C", "C", "C", "C", "N", "O", "C", "C", "C", "H", "H", "H", "H", "H", "H", "H", "H", "H", "H", "H", "H", "H", "H", "H", "H", "H", "H", "H", "C", "C", "C", "C", "C", "C", "N", "O", "C", "C", "C", "H", "H", "H", "H", "H", "H", "H", "H", "H", "H", "H", "H", "H", "H", "H", "H", "H", "H", "H", "C", "C", "C", "C", "C", "C", "N", "O", "C", "C", "C", "H", "H", "H", "H", "H", "H", "H", "H", "H", "H", "H", "H", "H", "H", "H", "H", "H", "H", "H", "C", "C", "C", "C", "C", "C", "N", "O", "C", "C", "C", "H", "H", "H", "H", "H", "H", "H", "H", "H", "H", "H", "H", "H", "H", "H", "H", "H", "H", "H", "C", "C", "C", "C", "C", "C", "N", "O", "C", "C", "C", "H", "H", "H", "H", "H", "H", "H", "H", "H", "H", "H", "H", "H", "H", "H", "H", "H", "H", "H", "C", "C", "C", "C", "C", "C", "N", "O", "C", "C", "C", "H", "H", "H", "H", "H", "H", "H", "H", "H", "H", "H", "H", "H", "H", "H", "H", "H", "H", "H"], "positions_angstrom": [[5.224, -5.418, -0.843], [5.430, -3.920, -0.567], [4.199, -3.109, -1.132], [3.995, -3.257, -2.515], [4.571, -2.198, -3.273], [5.543, -3.791, 0.923], [5.055, -5.701, -1.903], [4.293, -5.824, -0.257], [6.069, -6.004, -0.445], [6.367, -3.536, -1.083], [4.287, -2.022, -0.853], [3.349, -3.649, -0.650], [4.024, -1.271, -3.167], [4.519, -2.318, -4.356], [5.612, -2.047, -3.105], [4.932, -3.053, 1.229], [5.253, -4.639, 1.372], [7.935, -0.294, -0.431], [7.032, 0.467, 0.475], [6.174, 1.464, -0.278], [5.118, 2.031, 0.488], [5.472, 3.149, 1.290], [6.092, -0.532, 1.026], [8.686, 0.272, -0.975], [7.340, -0.878, -1.094], [8.519, -1.012, 0.136], [7.568, 0.966, 1.289], [5.674, 0.896, -1.025], [6.717, 2.274, -0.819], [4.711, 3.327, 2.035], [5.609, 4.015, 0.610], [6.337, 3.022, 1.910], [5.411, -0.030, 1.663], [6.595, -1.158, 1.629], [5.272, 3.870, -3.439], [4.231, 3.865, -4.534], [3.306, 5.035, -4.526], [3.979, 6.276, -4.926], [3.202, 7.472, -5.059], [4.843, 3.845, -5.909], [4.766, 3.494, -2.549], [5.409, 4.951, -3.213], [6.252, 3.316, -3.639], [3.596, 2.928, -4.457], [2.764, 5.121, -3.559], [2.611, 4.835, -5.334], [2.467, 7.438, -5.847], [3.911, 8.205, -5.399], [2.804, 7.669, -4.038], [5.217, 4.731, -6.211], [5.647, 3.269, -5.876], [-3.382, 5.691, 6.172], [-2.293, 4.782, 6.858], [-2.604, 4.567, 8.323], [-1.794, 3.451, 8.933], [-1.885, 2.155, 8.076], [-1.529, 2.353, 6.611], [-2.377, 3.457, 6.135], [-2.040, 3.564, 4.801], [-0.019, 2.487, 6.412], [-2.012, 1.058, 5.914], [-0.925, 5.524, 6.673], [-4.260, 5.119, 6.069], [-2.988, 6.014, 5.186], [-3.680, 6.525, 6.808], [-2.496, 5.489, 8.936], [-3.640, 4.240, 8.251], [-2.108, 3.331, 9.953], [-0.745, 3.758, 8.976], [-2.897, 1.730, 8.181], [-1.319, 1.308, 8.537], [0.550, 1.537, 6.710], [0.224, 2.547, 5.336], [0.495, 3.277, 6.960], [-1.600, 0.976, 4.939], [-1.843, 0.153, 6.491], [-3.060, 1.199, 5.873], [-0.143, 5.257, 7.352], [-1.195, 6.557, 6.743], [-0.556, 5.330, 5.659], [-2.757, 3.973, 4.213], [-4.659, 4.534, 0.587], [-4.070, 4.119, 1.958], [-3.319, 2.735, 1.783], [-1.996, 2.992, 1.032], [-1.095, 3.970, 1.770], [-1.853, 5.362, 1.856], [-3.152, 5.157, 2.568], [-3.897, 6.406, 2.684], [-0.980, 6.317, 2.740], [-1.968, 6.019, 0.494], [-5.221, 3.863, 3.013], [-5.018, 5.572, 0.606], [-5.585, 3.969, 0.344], [-4.021, 4.412, -0.316], [-3.099, 2.224, 2.722], [-4.000, 2.152, 1.232], [-2.053, 3.399, -0.016], [-1.412, 2.030, 0.893], [-0.241, 4.141, 1.121], [-0.787, 3.653, 2.741], [-0.112, 6.457, 2.122], [-1.525, 7.278, 2.951], [-0.672, 5.755, 3.647], [-2.548, 6.892, 0.630], [-0.939, 6.336, 0.143], [-2.366, 5.422, -0.305], [-4.934, 3.507, 3.997], [-5.858, 3.046, 2.575], [-5.849, 4.715, 3.148], [-4.001, 6.492, 3.623], [1.993, -3.971, 2.029], [2.121, -3.957, 3.512], [1.244, -2.901, 4.058], [-0.304, -3.143, 3.891], [-0.620, -4.495, 4.512], [0.272, -5.661, 3.907], [1.655, -5.253, 4.115], [2.495, -6.315, 3.720], [-0.043, -6.972, 4.683], [-0.162, -5.954, 2.466], [3.513, -3.714, 4.030], [2.553, -4.723, 1.472], [2.589, -3.152, 1.740], [0.987, -3.852, 1.667], [1.268, -2.785, 5.145], [1.477, -1.909, 3.675], [-0.472, -3.166, 2.824], [-0.940, -2.386, 4.354], [-1.631, -4.886, 4.492], [-0.349, -4.402, 5.529], [0.176, -7.009, 5.738], [-1.109, -7.252, 4.599], [0.455, -7.891, 4.191], [0.510, -6.597, 1.928], [-1.119, -6.398, 2.434], [-0.221, -5.036, 1.881], [3.932, -2.837, 3.453], [4.201, -4.507, 3.804], [3.537, -3.519, 5.121], [2.391, -6.370, 2.759], [-0.619, -4.818, -0.768], [-0.868, -4.898, -2.283], [-2.141, -4.131, -2.481], [-2.462, -3.763, -3.984], [-1.343, -2.859, -4.330], [0.005, -3.565, -4.255], [0.174, -4.032, -2.903], [1.407, -4.749, -2.852], [0.148, -4.680, -5.366], [1.066, -2.557, -4.590], [-0.848, -6.350, -2.777], [0.411, -5.131, -0.648], [-1.252, -5.434, -0.133], [-0.665, -3.766, -0.447], [-2.979, -4.799, -2.118], [-2.235, -3.211, -1.879], [-3.401, -3.266, -4.013], [-2.530, -4.657, -4.576], [-1.371, -2.074, -3.552], [-1.354, -2.358, -5.306], [1.044, -5.272, -5.127], [-0.708, -5.309, -5.641], [0.312, -4.113, -6.281], [2.030, -2.990, -4.683], [0.845, -1.990, -5.512], [0.980, -1.831, -3.739], [0.196, -6.659, -2.935], [-1.507, -6.454, -3.690], [-1.279, -6.945, -1.984], [2.043, -4.114, -2.503], [-5.155, -3.168, 4.266], [-6.141, -2.374, 3.375], [-5.859, -0.877, 3.573], [-4.505, -0.463, 2.905], [-4.487, -0.729, 1.434], [-4.870, -2.202, 1.114], [-6.077, -2.594, 1.930], [-6.230, -4.012, 1.885], [-5.231, -2.281, -0.380], [-3.653, -3.116, 1.424], [-7.577, -2.585, 3.781], [-4.123, -2.955, 4.014], [-5.461, -4.230, 4.066], [-5.371, -2.869, 5.269], [-6.659, -0.264, 3.172], [-5.663, -0.638, 4.617], [-3.769, -1.032, 3.478], [-4.344, 0.603, 3.071], [-3.499, -0.538, 0.994], [-5.226, -0.059, 0.938], [-6.037, -1.570, -0.585], [-4.362, -2.008, -0.918], [-5.482, -3.314, -0.686], [-3.882, -4.161, 1.108], [-2.815, -2.722, 0.847], [-3.251, -3.183, 2.409], [-7.792, -2.450, 4.854], [-7.906, -3.638, 3.578], [-8.178, -1.963, 3.169], [-7.035, -4.218, 1.360], [2.166, 0.362, -1.873], [1.088, 1.121, -1.174], [-0.200, 0.284, -1.198], [-0.208, -1.000, -0.415], [0.108, -0.538, 1.048], [1.362, 0.353, 1.236], [1.215, 1.444, 0.260], [2.286, 2.354, 0.405], [1.118, 1.027, 2.596], [2.727, -0.415, 1.196], [0.856, 2.500, -1.867], [2.241, -0.704, -1.509], [3.186, 0.722, -1.741], [1.935, 0.354, -2.977], [-1.039, 0.904, -0.896], [-0.233, 0.056, -2.295], [0.538, -1.708, -0.809], [-1.144, -1.567, -0.459], [0.219, -1.432, 1.718], [-0.719, 0.009, 1.362], [1.310, 0.260, 3.423], [1.838, 1.834, 2.784], [0.113, 1.421, 2.800], [2.634, -1.219, 0.506], [3.586, 0.207, 0.969], [2.952, -0.852, 2.169], [1.700, 3.133, -1.765], [0.051, 3.062, -1.371], [0.706, 2.371, -2.915], [3.076, 1.987, 0.028], [-1.825, -1.299, -8.219], [-0.807, -0.201, -8.541], [-1.161, 0.638, -9.771], [-0.468, 1.990, -9.903], [-0.611, 2.718, -8.504], [-0.030, 1.933, -7.362], [-0.747, 0.641, -7.352], [-0.325, -0.080, -6.174], [1.521, 1.869, -7.468], [-0.394, 2.667, -6.086], [0.528, -0.901, -8.812], [-1.384, -2.146, -7.722], [-2.172, -1.802, -9.130], [-2.716, -0.967, -7.683], [-0.915, -0.052, -10.578], [-2.224, 0.876, -9.879], [-0.820, 2.599, -10.790], [0.705, 1.963, -9.926], [-1.694, 2.840, -8.335], [-0.171, 3.711, -8.630], [2.004, 2.861, -7.352], [1.936, 1.200, -6.709], [1.869, 1.438, -8.418], [-1.469, 2.489, -5.830], [0.183, 2.527, -5.198], [-0.426, 3.781, -6.254], [0.331, -1.809, -9.337], [1.006, -1.133, -7.842], [1.128, -0.325, -9.475], [-1.055, 0.164, -5.602]], "lowdin_charge": [-0.078, -0.394, -0.207, -0.196, -0.085, 0.053, 0.082, 0.103, 0.075, 0.138, 0.114, 0.116, 0.067, 0.091, 0.073, 0.022, 0.042, -0.062, -0.436, -0.195, -0.240, -0.076, 0.053, 0.085, 0.059, 0.084, 0.136, 0.105, 0.140, 0.088, 0.103, 0.075, 0.086, 0.066, -0.067, -0.436, -0.193, -0.222, -0.088, 0.045, 0.057, 0.087, 0.102, 0.142, 0.133, 0.109, 0.076, 0.078, 0.099, 0.062, 0.040, -0.017, -0.459, -0.157, -0.171, -0.139, -0.519, -0.091, -0.080, -0.027, -0.029, -0.019, 0.062, 0.067, 0.089, 0.138, 0.120, 0.102, 0.102, 0.119, 0.128, 0.111, 0.073, 0.061, 0.056, 0.085, 0.069, 0.057, 0.073, 0.062, 0.091, -0.037, -0.440, -0.111, -0.173, -0.115, -0.480, -0.082, -0.024, -0.017, -0.043, -0.020, 0.085, 0.089, 0.074, 0.099, 0.084, 0.108, 0.090, 0.116, 0.086, 0.067, 0.100, 0.064, 0.071, 0.110, 0.049, 0.068, 0.094, 0.063, 0.056, -0.032, -0.528, -0.130, -0.157, -0.111, -0.482, -0.082, -0.023, -0.042, -0.042, -0.015, 0.088, 0.041, 0.056, 0.127, 0.091, 0.066, 0.112, 0.113, 0.102, 0.072, 0.080, 0.107, 0.085, 0.078, 0.034, 0.091, 0.069, 0.104, 0.074, -0.040, -0.512, -0.135, -0.150, -0.156, -0.525, -0.067, -0.042, -0.006, -0.031, -0.003, 0.077, 0.081, 0.063, 0.139, 0.098, 0.098, 0.091, 0.123, 0.103, 0.086, 0.071, 0.070, 0.067, 0.071, 0.096, 0.088, 0.093, 0.074, 0.066, -0.012, -0.551, -0.118, -0.175, -0.143, -0.465, -0.060, -0.069, -0.025, -0.020, -0.044, 0.044, 0.103, 0.076, 0.114, 0.117, 0.101, 0.081, 0.114, 0.127, 0.088, 0.054, 0.089, 0.098, 0.063, 0.040, 0.097, 0.093, 0.069, 0.124, -0.035, -0.502, -0.142, -0.153, -0.100, -0.453, -0.078, -0.036, -0.029, 0.001, 0.005, 0.079, 0.075, 0.106, 0.108, 0.121, 0.096, 0.084, 0.111, 0.071, 0.093, 0.085, 0.066, 0.040, 0.048, 0.071, 0.056, 0.087, 0.055, 0.039, -0.032, -0.515, -0.146, -0.157, -0.159, -0.529, -0.087, -0.043, -0.020, -0.047, -0.024, 0.059, 0.088, 0.092, 0.117, 0.122, 0.123, 0.120, 0.124, 0.119, 0.088, 0.078, 0.058, 0.102, 0.047, 0.100, 0.076, 0.091, 0.062, 0.094]}